# C85H182N10O10

10 unconnected molecules or ions with the total composition C85H182N10O10 in a non-equilibrium geometry (ωB97M-V/def2-TZVPD, the OMol25 dataset).

Last column: Löwdin charge in e.
CARTESIAN COORDINATES (ANGSTROEM)
C -23.18 -9.65 -18.97  -0.04
C -22.59 -9.00 -17.68  -0.45
C -21.24 -9.68 -17.20  -0.03
C -22.23 -7.51 -17.90  -0.13
C -23.36 -6.44 -17.66  -0.14
C -24.22 -6.78 -16.38  -0.13
C -24.86 -8.20 -16.42  -0.41
C -25.60 -8.36 -15.03  -0.02
C -25.94 -8.40 -17.57  -0.03
N -23.60 -9.09 -16.60  -0.13
O -23.95 -10.38 -16.31  -0.02
H -22.39 -9.91 -19.68  0.08
H -23.52 -10.68 -18.86  0.08
H -23.80 -8.98 -19.56  0.07
H -20.91 -9.31 -16.22  0.08
H -21.17 -10.76 -17.32  0.08
H -20.35 -9.34 -17.74  0.07
H -21.32 -7.25 -17.35  0.10
H -21.90 -7.44 -18.94  0.11
H -22.96 -5.43 -17.56  0.10
H -23.88 -6.49 -18.62  0.09
H -25.02 -6.04 -16.44  0.10
H -23.76 -6.60 -15.41  0.11
H -24.85 -8.01 -14.33  0.07
H -25.78 -9.42 -14.83  0.07
H -26.48 -7.72 -15.13  0.08
H -26.38 -9.39 -17.49  0.07
H -25.47 -8.29 -18.55  0.03
H -26.82 -7.77 -17.73  0.06
H -24.20 -10.79 -17.14  0.07
C -21.90 0.84 -23.59  -0.03
C -23.02 0.57 -24.64  -0.46
C -23.90 -0.70 -24.18  -0.04
C -24.08 1.74 -24.70  -0.11
C -23.57 3.00 -25.53  -0.13
C -23.01 2.48 -26.91  -0.15
C -21.99 1.35 -26.82  -0.48
C -21.95 0.84 -28.23  -0.08
C -20.54 1.97 -26.47  0.01
N -22.48 0.23 -25.96  -0.13
O -21.59 -0.86 -25.92  -0.01
H -21.02 0.21 -23.70  0.08
H -21.60 1.88 -23.57  0.07
H -22.35 0.53 -22.64  0.07
H -23.43 -1.68 -24.17  0.07
H -24.05 -0.57 -23.10  0.06
H -24.77 -0.88 -24.82  0.08
H -24.97 1.32 -25.17  0.10
H -24.35 2.03 -23.69  0.11
H -24.46 3.61 -25.69  0.09
H -22.85 3.64 -25.01  0.10
H -22.51 3.31 -27.42  0.11
H -23.88 2.31 -27.54  0.11
H -21.64 1.54 -29.00  0.09
H -22.87 0.31 -28.51  0.09
H -21.18 0.08 -28.38  0.07
H -20.34 1.81 -25.41  0.05
H -20.54 3.06 -26.59  0.07
H -19.79 1.44 -27.06  0.07
H -22.22 -1.53 -26.18  0.10
C -28.91 -12.59 -19.14  -0.03
C -29.88 -11.92 -18.12  -0.42
C -31.11 -12.83 -17.83  -0.05
C -29.15 -11.67 -16.79  -0.16
C -29.73 -10.61 -15.82  -0.13
C -29.92 -9.26 -16.66  -0.12
C -30.83 -9.35 -17.91  -0.47
C -32.32 -9.59 -17.45  0.00
C -30.54 -8.06 -18.66  -0.05
N -30.37 -10.54 -18.67  -0.16
O -31.11 -10.59 -19.79  -0.02
H -28.11 -12.01 -19.59  0.07
H -28.49 -13.49 -18.68  0.09
H -29.44 -12.79 -20.07  0.07
H -31.84 -12.49 -17.10  0.07
H -31.80 -12.92 -18.67  0.08
H -30.89 -13.81 -17.42  0.08
H -29.20 -12.52 -16.10  0.11
H -28.09 -11.51 -16.98  0.10
H -30.68 -11.09 -15.56  0.09
H -29.09 -10.49 -14.95  0.11
H -28.91 -8.93 -16.92  0.09
H -30.39 -8.48 -16.05  0.11
H -32.78 -10.43 -17.98  0.07
H -32.99 -8.73 -17.56  0.06
H -32.40 -9.86 -16.40  0.07
H -29.51 -7.71 -18.74  0.07
H -31.04 -7.33 -18.02  0.08
H -30.99 -7.87 -19.64  0.08
H -30.33 -10.49 -20.34  0.10
C -33.55 -1.74 -17.87  -0.06
C -33.09 -1.11 -16.61  -0.49
C -34.31 -0.61 -15.85  -0.03
C -32.53 -2.29 -15.75  -0.11
C -31.66 -1.71 -14.59  -0.17
C -30.55 -0.72 -15.07  -0.10
C -31.22 0.62 -15.79  -0.44
C -32.01 1.37 -14.71  -0.04
C -30.09 1.44 -16.38  -0.04
N -32.05 -0.05 -16.86  -0.10
O -32.47 0.85 -17.80  -0.02
H -34.13 -1.21 -18.62  0.07
H -32.73 -2.15 -18.47  0.08
H -34.21 -2.58 -17.70  0.07
H -34.50 0.40 -16.23  0.08
H -35.29 -1.04 -16.06  0.09
H -34.08 -0.52 -14.78  0.07
H -33.30 -2.79 -15.16  0.11
H -32.02 -3.10 -16.27  0.10
H -32.27 -1.28 -13.80  0.09
H -31.17 -2.53 -14.06  0.10
H -29.79 -1.07 -15.77  0.09
H -29.95 -0.46 -14.20  0.10
H -32.67 2.06 -15.25  0.09
H -31.30 1.86 -14.06  0.08
H -32.60 0.79 -14.00  0.06
H -29.69 0.96 -17.28  0.07
H -29.25 1.50 -15.69  0.09
H -30.35 2.44 -16.74  0.08
H -31.98 0.68 -18.60  0.08
C -28.35 -4.93 -24.61  -0.02
C -29.17 -4.60 -25.90  -0.47
C -29.15 -3.05 -26.00  -0.03
C -28.44 -5.20 -27.14  -0.10
C -28.67 -6.74 -27.40  -0.16
C -30.19 -7.04 -27.42  -0.16
C -30.92 -6.51 -26.19  -0.47
C -32.42 -6.48 -26.70  -0.04
C -30.78 -7.59 -25.08  -0.02
N -30.57 -5.13 -25.84  -0.11
O -31.35 -4.69 -24.79  0.00
H -27.32 -4.58 -24.68  0.09
H -28.73 -4.47 -23.69  0.05
H -28.51 -6.00 -24.51  0.06
H -28.20 -2.63 -26.35  0.08
H -29.87 -2.83 -26.79  0.09
H -29.39 -2.66 -25.01  0.06
H -28.87 -4.68 -28.00  0.12
H -27.37 -5.20 -26.93  0.11
H -28.16 -7.14 -28.27  0.11
H -28.26 -7.36 -26.61  0.09
H -30.24 -8.13 -27.35  0.11
H -30.52 -6.74 -28.41  0.12
H -33.09 -6.25 -25.87  0.07
H -32.83 -7.32 -27.27  0.08
H -32.54 -5.71 -27.47  0.08
H -29.76 -7.88 -24.83  0.05
H -31.21 -8.57 -25.28  0.09
H -31.22 -7.15 -24.18  0.07
H -31.02 -5.21 -24.06  0.08
C -30.12 -4.74 -19.94  -0.03
C -29.08 -3.59 -19.56  -0.41
C -29.81 -2.40 -18.82  -0.01
C -27.92 -4.26 -18.70  -0.07
C -26.56 -3.53 -18.90  -0.19
C -26.22 -3.11 -20.27  -0.18
C -27.33 -2.27 -20.97  -0.38
C -27.53 -0.91 -20.18  -0.02
C -26.92 -2.10 -22.50  -0.01
N -28.52 -3.20 -20.88  -0.15
O -29.50 -2.78 -21.74  -0.04
H -30.47 -5.28 -19.06  0.06
H -31.10 -4.54 -20.36  0.06
H -29.57 -5.42 -20.60  0.07
H -30.58 -2.90 -18.22  0.06
H -29.12 -1.82 -18.21  0.06
H -30.35 -1.78 -19.53  0.06
H -28.27 -4.17 -17.67  0.11
H -27.87 -5.35 -18.82  0.09
H -26.46 -2.60 -18.34  0.10
H -25.69 -4.09 -18.57  0.10
H -26.07 -4.03 -20.84  0.11
H -25.24 -2.62 -20.32  0.13
H -28.54 -0.57 -20.37  0.06
H -26.94 -0.11 -20.62  0.07
H -27.46 -0.93 -19.09  0.06
H -26.56 -1.09 -22.68  0.06
H -27.69 -2.11 -23.28  0.06
H -26.16 -2.77 -22.89  0.07
H -29.27 -3.38 -22.46  0.05
C -32.68 0.18 -21.36  -0.03
C -33.00 -0.59 -22.64  -0.47
C -31.77 -0.47 -23.55  -0.02
C -33.20 -2.03 -22.36  -0.12
C -34.60 -2.54 -21.81  -0.15
C -35.75 -1.90 -22.62  -0.14
C -35.60 -0.35 -22.79  -0.46
C -36.71 0.05 -23.79  -0.05
C -35.78 0.32 -21.41  -0.02
N -34.24 -0.07 -23.39  -0.11
O -34.16 1.26 -23.68  -0.02
H -33.39 0.14 -20.54  0.06
H -31.81 -0.33 -20.94  0.07
H -32.37 1.19 -21.61  0.08
H -31.70 0.45 -24.14  0.08
H -30.91 -0.43 -22.89  0.07
H -31.61 -1.32 -24.21  0.08
H -33.07 -2.71 -23.20  0.11
H -32.39 -2.39 -21.72  0.11
H -34.71 -3.62 -21.87  0.09
H -34.71 -2.16 -20.79  0.07
H -36.69 -2.05 -22.10  0.11
H -35.80 -2.47 -23.55  0.12
H -36.55 -0.46 -24.74  0.08
H -36.85 1.12 -23.94  0.08
H -37.67 -0.36 -23.49  0.08
H -36.83 0.52 -21.21  0.08
H -35.22 1.23 -21.22  0.08
H -35.61 -0.38 -20.59  0.06
H -34.02 1.29 -24.63  0.11
C -36.51 -4.52 -19.42  -0.02
C -35.68 -5.79 -19.14  -0.45
C -34.38 -5.96 -20.02  -0.01
C -35.07 -5.65 -17.72  -0.15
C -36.08 -5.77 -16.58  -0.15
C -36.87 -7.13 -16.80  -0.13
C -37.51 -7.41 -18.20  -0.49
C -37.53 -8.93 -18.31  -0.05
C -39.00 -6.92 -18.12  -0.03
N -36.61 -6.93 -19.24  -0.13
O -36.77 -7.36 -20.53  0.00
H -36.91 -4.58 -20.43  0.07
H -37.43 -4.53 -18.83  0.08
H -36.14 -3.50 -19.51  0.07
H -33.80 -5.04 -19.94  0.07
H -33.73 -6.82 -19.80  0.08
H -34.72 -6.05 -21.05  0.07
H -34.23 -6.34 -17.66  0.11
H -34.77 -4.62 -17.55  0.09
H -35.54 -5.79 -15.63  0.11
H -36.91 -5.06 -16.49  0.10
H -37.57 -7.24 -15.97  0.11
H -36.17 -7.94 -16.58  0.10
H -38.00 -9.33 -17.42  0.09
H -36.50 -9.29 -18.39  0.09
H -38.08 -9.22 -19.21  0.08
H -39.09 -5.93 -17.66  0.07
H -39.68 -7.58 -17.58  0.08
H -39.33 -6.86 -19.15  0.08
H -37.11 -6.66 -21.10  0.09
C -29.99 2.95 -20.02  -0.04
C -28.82 3.29 -20.95  -0.51
C -27.46 3.25 -20.33  -0.01
C -29.01 2.31 -22.11  -0.16
C -28.14 2.58 -23.35  -0.14
C -28.75 3.92 -23.83  -0.14
C -28.70 5.14 -22.88  -0.45
C -27.31 5.85 -22.93  -0.05
C -29.66 6.20 -23.42  -0.05
N -29.14 4.63 -21.49  -0.12
O -29.37 5.63 -20.55  -0.01
H -30.99 3.06 -20.45  0.09
H -29.90 1.98 -19.53  0.07
H -29.95 3.59 -19.14  0.08
H -26.69 3.46 -21.07  0.07
H -27.31 4.16 -19.76  0.09
H -27.22 2.34 -19.78  0.08
H -28.88 1.28 -21.76  0.10
H -30.06 2.42 -22.39  0.11
H -27.10 2.58 -23.02  0.09
H -28.35 1.81 -24.09  0.11
H -29.78 3.72 -24.12  0.12
H -28.21 4.33 -24.69  0.11
H -26.98 6.53 -22.14  0.08
H -27.08 6.49 -23.78  0.08
H -26.51 5.11 -22.91  0.06
H -29.24 7.17 -23.15  0.08
H -30.66 6.18 -22.99  0.08
H -29.78 6.00 -24.48  0.08
H -30.28 5.45 -20.32  0.09
C -23.43 -10.18 -22.97  -0.13
O -24.39 -9.20 -23.01  -0.20
C -25.58 -9.56 -22.31  -0.20
C -26.38 -8.26 -22.27  -0.35
C -27.49 -8.18 -21.12  -0.03
N -27.10 -8.34 -23.54  0.01
H -22.52 -9.80 -23.43  0.09
H -23.74 -10.92 -23.71  0.09
H -23.28 -10.58 -21.97  0.08
H -26.09 -10.34 -22.88  0.13
H -25.28 -9.87 -21.31  0.10
H -25.90 -7.29 -22.17  0.14
H -28.17 -9.02 -20.95  0.07
H -28.01 -7.24 -21.27  0.06
H -26.95 -8.06 -20.18  0.04
H -26.60 -8.26 -24.42  0.08
H -27.91 -8.95 -23.59  0.07

## Properties
Energy above the lowest of the compared OMol25 structures with the same formula, charge and spin (kJ/mol): 875.40
E_tot (eV): -126452.4825
LUMO level (eV): 0.3
Highest occupied orbital energy (eV): -7.852
SMILES: CC1(C)CCCC(C)(C)N1O.CC1(C)CCCC(C)(C)N1O.CC1(C)CCCC(C)(C)N1O.CC1(C)CCCC(C)(C)N1O.CC1(C)CCCC(C)(C)N1O.CC1(C)CCCC(C)(C)N1O.CC1(C)CCCC(C)(C)N1O.CC1(C)CCCC(C)(C)N1O.CC1(C)CCCC(C)(C)N1O.COC[C@H](C)N
Frontier orbital gap (eV): 8.168
Multiplicity: 1